No. 1
Below is one molecule with the formula C3H5F3 at a distorted geometry, with properties calculated with wB97M-V/def2-TZVPD.

The calculation puts the frontier orbital gap at 0.4837 hartree.

The geometry in ORCA input format:
```
! wB97M-V def2-TZVPD RIJCOSX def2/J DEFGRID3
* xyz 0 1
H -0.33479 -1.51775 0.20943
F 1.68814 -0.89545 -0.37401
F -0.67769 1.81292 -0.16976
C -0.98372 -0.61948 0.28857
C -0.18449 0.42217 -0.38239
H 1.15456 0.34499 1.22038
H -1.19939 -0.38959 1.32264
H -0.23345 0.26472 -1.45668
H 1.75321 1.02687 -0.42346
F -2.18600 -0.79146 -0.35600
C 1.20362 0.34205 0.12128
*
```


No. 2
Below is C3H5F3IN as an isolated structure at a distorted geometry, with properties calculated with wB97M-V/def2-TZVPD.

The calculation puts the frontier orbital gap at 0.3255 hartree.

The geometry in ORCA input format:
```
! wB97M-V def2-TZVPD RIJCOSX def2/J DEFGRID3
* xyz 0 1
H 0.16311 -1.54093 0.96786
F 1.38580 -1.12229 -3.27986
H -0.06944 -0.09812 2.16770
C 0.10542 -0.36260 1.09013
H 1.80627 1.10178 -1.58928
C 1.19982 0.25620 -1.32654
N 1.36086 0.07395 0.61299
H 0.21036 0.56973 -1.29309
I 1.61127 2.07681 1.12747
F 0.56422 -2.03780 -1.46186
H -0.69924 -0.02733 0.58509
C 1.43922 -1.10340 -1.88780
F 2.67147 -1.53529 -1.71785
*
```


No. 3
Below is a 2-piece molecular cluster, C3H5F3Si overall at a distorted geometry, with properties calculated with wB97M-V/def2-TZVPD.

The calculation puts the frontier orbital gap at 0.3560 hartree.

The geometry in ORCA input format:
```
! wB97M-V def2-TZVPD RIJCOSX def2/J DEFGRID3
* xyz 0 1
H 0.81230 -0.77784 1.85639
F -2.54257 0.44035 -1.40993
H 2.10479 0.45994 -1.67591
H 2.34889 -0.21744 1.11877
C 1.23277 -0.05070 1.15773
H 1.06699 0.92004 1.45075
Si -1.99165 -0.11002 -0.00749
F -2.44213 0.86268 1.09023
H 0.35433 -0.01276 -2.30540
C 1.08041 0.08577 -1.42020
F -2.62136 -1.54237 0.35251
C 0.59722 -0.05767 -0.20745
*
```


No. 4
Below is a 2-piece molecular cluster, C3H5FN2O2 overall at a distorted geometry, with properties calculated with wB97M-V/def2-TZVPD.

The calculation puts the frontier orbital gap at 0.3864 hartree.

The geometry in ORCA input format:
```
! wB97M-V def2-TZVPD RIJCOSX def2/J DEFGRID3
* xyz 0 1
H 1.74710 1.16492 -0.37688
C -0.41481 -0.49864 1.39328
H -0.94491 -0.74211 2.25452
O -2.46361 1.43660 -0.83198
C 0.30810 -0.28431 0.49836
C 1.15191 0.20658 -0.63840
F -2.80510 -1.89320 -0.64975
H 0.36811 0.42026 -1.28756
O -3.38311 0.05742 0.69381
H -3.58891 1.00131 1.10763
N -2.27859 -0.74236 -1.05084
H 1.90026 -0.53513 -1.09423
N -2.67569 0.29897 -0.52623
*
```


No. 5
Below is one molecule with the formula C3H5FN2S at a distorted geometry, with properties calculated with wB97M-V/def2-TZVPD.

The calculation puts the frontier orbital gap at 0.3265 hartree.

The geometry in ORCA input format:
```
! wB97M-V def2-TZVPD RIJCOSX def2/J DEFGRID3
* xyz 0 1
C 0.27528 1.03975 0.20228
S 2.87087 -0.00789 -0.07523
C 1.22506 -0.09208 -0.08131
H 0.83511 -1.85542 -1.06760
N -0.90616 -0.87684 -0.54872
H -1.41278 -1.63992 -0.10111
H -2.02784 0.83872 0.05909
N 0.48082 -1.17231 -0.40159
F 0.39048 1.98785 -0.79349
H 0.50037 1.49069 1.17853
H -1.15166 -0.01116 1.32499
C -1.07954 0.29861 0.30416
*
```


No. 6
Below is a 2-piece molecular cluster, C3H5FO overall at a distorted geometry, with properties calculated with wB97M-V/def2-TZVPD.

The calculation puts the frontier orbital gap at 0.3858 hartree.

The geometry in ORCA input format:
```
! wB97M-V def2-TZVPD RIJCOSX def2/J DEFGRID3
* xyz 0 1
H -0.20901 1.32604 0.39063
H 2.74000 0.75674 -1.07670
C -1.49145 -0.18215 -0.27764
H -2.18828 -1.02581 -0.19601
H -1.56920 0.48367 -1.22244
C 2.93035 -0.13326 0.64876
F 3.16537 -1.26279 0.03370
O 2.66496 0.80557 -0.14802
C -0.60047 0.32576 0.62989
H -0.30793 -0.02181 1.54874
*
```


no.,energy (a.u.)
1,-416.87283
2,-769.25985
3,-706.49920
4,-476.86492
5,-724.83012
6,-292.28527